Run i
ORCA calculation (wB97M-V/def2-TZVPD) on 12 unconnected molecules or ions with the total composition C48H72O36.

## Properties
**HOMO-LUMO gap**: 9.47 eV
**HOMO energy**: -9.80 eV
**SMILES**: C[C@H]1COC(=O)O1.C[C@H]1COC(=O)O1.C[C@H]1COC(=O)O1.C[C@H]1COC(=O)O1.C[C@H]1COC(=O)O1.C[C@H]1COC(=O)O1.C[C@H]1COC(=O)O1.C[C@H]1COC(=O)O1.C[C@H]1COC(=O)O1.C[C@H]1COC(=O)O1.C[C@H]1COC(=O)O1.C[C@H]1COC(=O)O1

Bonds (Å) are listed after each position.
Cartesian coordinates (Å):
1 C 3.90 5.51 1.12  C2 1.579, H8 1.090, H9 1.090, H10 1.090
2 C 2.45 4.96 1.40  C1 1.579, C3 1.520, O7 1.391, H11 1.090
3 C 2.01 3.68 0.71  C2 1.520, O4 1.408, H12 1.090, H13 1.090
4 O 1.66 2.73 1.68  C3 1.408, C5 1.330
5 C 1.90 3.27 2.87  O4 1.330, O6 1.245, O7 1.340
6 O 1.51 2.77 3.94  C5 1.245
7 O 2.49 4.47 2.71  C2 1.391, C5 1.340
8 H 4.72 4.80 1.19  C1 1.090
9 H 4.11 6.35 1.79  C1 1.090
10 H 3.87 5.87 0.09  C1 1.090
11 H 1.72 5.77 1.35  C2 1.090
12 H 2.84 3.28 0.14  C3 1.090
13 H 1.25 3.81 -0.07  C3 1.090
14 C -2.48 -1.72 3.88  C15 1.534, H21 1.090, H22 1.090, H23 1.090
15 C -2.56 -2.68 2.69  C14 1.534, C16 1.497, O20 1.409, H24 1.090
16 C -1.70 -3.91 2.72  C15 1.497, O17 1.394, H25 1.090, H26 1.090
17 O -2.63 -4.86 3.14  C16 1.394, C18 1.365
18 C -3.88 -4.49 2.74  O17 1.365, O19 1.228, O20 1.345
19 O -4.93 -5.13 2.71  C18 1.228
20 O -3.88 -3.16 2.56  C15 1.409, C18 1.345
21 H -2.49 -2.28 4.81  C14 1.090
22 H -3.30 -1.01 3.92  C14 1.090
23 H -1.55 -1.15 3.90  C14 1.090
24 H -2.29 -2.16 1.77  C15 1.090
25 H -0.86 -3.83 3.41  C16 1.090
26 H -1.33 -4.11 1.72  C16 1.090
27 C 1.23 -0.54 3.46  C28 1.512, H34 1.090, H35 1.090, H36 1.090
28 C 2.25 -1.04 4.45  C27 1.512, C29 1.556, O33 1.469, H37 1.090
29 C 2.98 0.05 5.28  C28 1.556, O30 1.439, H38 1.090, H39 1.090
30 O 2.92 -0.41 6.64  C29 1.439, C31 1.352
31 C 1.97 -1.37 6.69  O30 1.352, O32 1.203, O33 1.289
32 O 1.56 -1.82 7.73  C31 1.203
33 O 1.52 -1.72 5.53  C28 1.469, C31 1.289
34 H 0.50 0.14 3.91  C27 1.090
35 H 0.72 -1.43 3.09  C27 1.090
36 H 1.85 -0.09 2.69  C27 1.090
37 H 2.96 -1.77 4.05  C28 1.090
38 H 2.51 1.03 5.18  C29 1.090
39 H 4.02 0.20 5.00  C29 1.090
40 C -4.95 -3.30 -0.35  C41 1.536, H47 1.090, H48 1.090, H49 1.090
41 C -6.21 -2.64 0.23  C40 1.536, C42 1.523, O46 1.426, H50 1.090
42 C -6.59 -1.25 -0.26  C41 1.523, O43 1.439, H51 1.090, H52 1.090
43 O -8.02 -1.40 -0.27  C42 1.439, C44 1.333
44 C -8.40 -2.68 -0.30  O43 1.333, O45 1.261, O46 1.305
45 O -9.58 -3.06 -0.52  C44 1.261
46 O -7.33 -3.42 -0.18  C41 1.426, C44 1.305
47 H -4.75 -4.27 0.10  C40 1.090
48 H -4.11 -2.63 -0.16  C40 1.090
49 H -5.05 -3.51 -1.41  C40 1.090
50 H -6.17 -2.58 1.32  C41 1.090
51 H -6.13 -1.09 -1.24  C42 1.090
52 H -6.26 -0.56 0.52  C42 1.090
53 C 7.72 4.48 -4.16  C54 1.566, H60 1.090, H61 1.090, H62 1.090
54 C 6.92 4.61 -2.82  C53 1.566, C55 1.491, O59 1.405, H63 1.090
55 C 5.59 5.28 -2.80  C54 1.491, O56 1.405, H64 1.090, H65 1.090
56 O 4.80 4.34 -2.12  C55 1.405, C57 1.349
57 C 5.44 3.16 -1.95  O56 1.349, O58 1.221, O59 1.394
58 O 5.00 2.12 -1.49  C57 1.221
59 O 6.68 3.25 -2.58  C54 1.405, C57 1.394
60 H 8.05 5.46 -4.49  C53 1.090
61 H 7.04 4.34 -5.00  C53 1.090
62 H 8.55 3.78 -4.25  C53 1.090
63 H 7.51 5.11 -2.05  C54 1.090
64 H 5.18 5.42 -3.80  C55 1.090
65 H 5.56 6.19 -2.19  C55 1.090
66 C -4.98 2.95 -3.17  C67 1.504, H73 1.090, H74 1.090, H75 1.090
67 C -4.04 2.23 -2.23  C66 1.504, C68 1.504, O72 1.399, H76 1.090
68 C -3.20 1.12 -2.81  C67 1.504, O69 1.412, H77 1.090, H78 1.090
69 O -1.90 1.42 -2.35  C68 1.412, C70 1.363
70 C -1.92 2.58 -1.64  O69 1.363, O71 1.209, O72 1.316
71 O -0.94 3.04 -1.10  C70 1.209
72 O -3.10 3.15 -1.78  C67 1.399, C70 1.316
73 H -4.44 3.15 -4.09  C66 1.090
74 H -5.32 3.92 -2.81  C66 1.090
75 H -5.85 2.36 -3.45  C66 1.090
76 H -4.52 1.82 -1.34  C67 1.090
77 H -3.23 1.06 -3.90  C68 1.090
78 H -3.61 0.22 -2.36  C68 1.090
79 C -4.17 -7.48 -3.24  C80 1.551, H86 1.090, H87 1.090, H88 1.090
80 C -4.63 -6.01 -3.34  C79 1.551, C81 1.497, O85 1.367, H89 1.090
81 C -3.48 -5.13 -3.70  C80 1.497, O82 1.431, H90 1.090, H91 1.090
82 O -3.83 -4.59 -4.98  C81 1.431, C83 1.340
83 C -5.00 -5.08 -5.41  O82 1.340, O84 1.223, O85 1.341
84 O -5.41 -4.90 -6.55  C83 1.223
85 O -5.40 -5.95 -4.47  C80 1.367, C83 1.341
86 H -3.26 -7.65 -2.66  C79 1.090
87 H -4.14 -8.00 -4.20  C79 1.090
88 H -4.86 -8.06 -2.63  C79 1.090
89 H -5.13 -5.70 -2.42  C80 1.090
90 H -2.51 -5.63 -3.74  C81 1.090
91 H -3.44 -4.28 -3.02  C81 1.090
92 C 0.65 -8.01 0.04  C93 1.498, H99 1.090, H100 1.090, H101 1.090
93 C -0.10 -6.84 0.59  C92 1.498, C94 1.512, O98 1.407, H102 1.090
94 C 0.07 -5.59 -0.24  C93 1.512, O95 1.420, H103 1.090, H104 1.090
95 O -1.30 -5.34 -0.53  C94 1.420, C96 1.364
96 C -2.14 -6.33 -0.11  O95 1.364, O97 1.230, O98 1.273
97 O -3.35 -6.34 -0.32  C96 1.230
98 O -1.48 -7.15 0.61  C93 1.407, C96 1.273
99 H 0.72 -8.89 0.68  C92 1.090
100 H 1.68 -7.83 -0.24  C92 1.090
101 H 0.13 -8.36 -0.85  C92 1.090
102 H 0.11 -6.54 1.61  C93 1.090
103 H 0.58 -5.74 -1.20  C94 1.090
104 H 0.44 -4.76 0.36  C94 1.090
105 C 3.03 3.92 -4.97  C106 1.504, H112 1.090, H113 1.090, H114 1.090
106 C 2.07 4.92 -4.39  C105 1.504, C107 1.529, O111 1.462, H115 1.090
107 C 1.28 4.49 -3.14  C106 1.529, O108 1.411, H116 1.090, H117 1.090
108 O 1.48 5.62 -2.32  C107 1.411, C109 1.356
109 C 2.45 6.45 -2.77  O108 1.356, O110 1.241, O111 1.342
110 O 3.07 7.28 -2.08  C109 1.241
111 O 2.77 6.15 -4.04  C106 1.462, C109 1.342
112 H 3.36 4.30 -5.93  C105 1.090
113 H 2.37 3.08 -5.19  C105 1.090
114 H 3.87 3.61 -4.36  C105 1.090
115 H 1.38 5.37 -5.10  C106 1.090
116 H 1.58 3.59 -2.62  C107 1.090
117 H 0.22 4.31 -3.33  C107 1.090
118 C 5.58 2.16 3.38  C119 1.517, H125 1.090, H126 1.090, H127 1.090
119 C 5.35 1.77 1.93  C118 1.517, C120 1.467, O124 1.398, H128 1.090
120 C 6.47 1.08 1.30  C119 1.467, O121 1.399, H129 1.090, H130 1.090
121 O 6.06 -0.25 1.15  C120 1.399, C122 1.332
122 C 4.88 -0.42 1.75  O121 1.332, O123 1.218, O124 1.303
123 O 4.29 -1.48 1.90  C122 1.218
124 O 4.41 0.75 2.06  C119 1.398, C122 1.303
125 H 4.69 2.59 3.84  C118 1.090
126 H 6.42 2.85 3.44  C118 1.090
127 H 5.79 1.29 3.99  C118 1.090
128 H 4.99 2.61 1.33  C119 1.090
129 H 7.29 1.19 2.01  C120 1.090
130 H 6.70 1.51 0.32  C120 1.090
131 C 1.51 0.66 -0.98  C132 1.504, H138 1.090, H139 1.090, H140 1.090
132 C 1.27 -0.83 -0.96  C131 1.504, C133 1.508, O137 1.403, H141 1.090
133 C 0.78 -1.38 0.36  C132 1.508, O134 1.448, H142 1.090, H143 1.090
134 O -0.29 -2.29 0.00  C133 1.448, C135 1.353
135 C -0.62 -2.03 -1.29  O134 1.353, O136 1.271, O137 1.287
136 O -1.72 -2.34 -1.85  C135 1.271
137 O 0.25 -1.24 -1.82  C132 1.403, C135 1.287
138 H 2.58 0.76 -0.82  C131 1.090
139 H 1.00 1.15 -0.15  C131 1.090
140 H 1.18 1.09 -1.92  C131 1.090
141 H 2.25 -1.27 -1.12  C132 1.090
142 H 0.36 -0.56 0.94  C133 1.090
143 H 1.60 -1.83 0.93  C133 1.090
144 C -2.83 3.81 3.75  C145 1.547, H151 1.090, H152 1.090, H153 1.090
145 C -2.78 3.21 2.33  C144 1.547, C146 1.500, O150 1.431, H154 1.090
146 C -1.54 2.39 2.11  C145 1.500, O147 1.418, H155 1.090, H156 1.090
147 O -2.08 1.16 1.65  C146 1.418, C148 1.363
148 C -3.45 1.15 1.60  O147 1.363, O149 1.185, O150 1.319
149 O -4.16 0.32 1.12  C148 1.185
150 O -3.84 2.27 2.17  C145 1.431, C148 1.319
151 H -2.57 3.12 4.56  C144 1.090
152 H -3.76 4.30 4.06  C144 1.090
153 H -2.02 4.54 3.84  C144 1.090
154 H -2.81 4.00 1.57  C145 1.090
155 H -0.98 2.27 3.04  C146 1.090
156 H -0.90 2.79 1.33  C146 1.090

Löwdin population analysis, charges in e, atoms 1 to 8: 0.019, -0.263, -0.102, 0.055, -0.516, 0.095, 0.078, 0.068

Run ii
ORCA calculation (wB97M-V/def2-TZVPD) on 12 unconnected molecules or ions with the total composition C48H72O36.

## Properties
**HOMO-LUMO gap**: 10.53 eV
**HOMO energy**: -10.42 eV
**SMILES**: C[C@H]1COC(=O)O1.C[C@H]1COC(=O)O1.C[C@H]1COC(=O)O1.C[C@H]1COC(=O)O1.C[C@H]1COC(=O)O1.C[C@H]1COC(=O)O1.C[C@H]1COC(=O)O1.C[C@H]1COC(=O)O1.C[C@H]1COC(=O)O1.C[C@H]1COC(=O)O1.C[C@H]1COC(=O)O1.C[C@H]1COC(=O)O1

Bonds (Å) are listed after each position.
Cartesian coordinates (Å):
1 C 3.12 8.25 -0.85  C2 1.584, H8 1.090, H9 1.090, H10 1.090
2 C 3.20 8.86 0.61  C1 1.584, C3 1.541, O7 1.387, H11 1.090
3 C 2.02 9.79 0.95  C2 1.541, O4 1.466, H12 1.090, H13 1.090
4 O 1.46 9.04 2.07  C3 1.466, C5 1.362
5 C 2.22 7.98 2.47  O4 1.362, O6 1.233, O7 1.390
6 O 1.96 7.25 3.43  C5 1.233
7 O 3.34 7.96 1.65  C2 1.387, C5 1.390
8 H 4.09 7.94 -1.24  C1 1.090
9 H 2.89 9.12 -1.47  C1 1.090
10 H 2.36 7.48 -0.93  C1 1.090
11 H 4.14 9.41 0.71  C2 1.090
12 H 1.46 9.96 0.03  C3 1.090
13 H 2.48 10.73 1.27  C3 1.090
14 C 4.67 -5.38 -11.31  C15 1.479, H21 1.090, H22 1.090, H23 1.090
15 C 4.94 -5.30 -9.86  C14 1.479, C16 1.569, O20 1.395, H24 1.090
16 C 6.04 -4.24 -9.46  C15 1.569, O17 1.480, H25 1.090, H26 1.090
17 O 5.39 -3.39 -8.44  C16 1.480, C18 1.369
18 C 4.09 -3.79 -8.34  O17 1.369, O19 1.273, O20 1.328
19 O 3.14 -3.29 -7.64  C18 1.273
20 O 3.83 -4.72 -9.24  C15 1.395, C18 1.328
21 H 5.25 -6.08 -11.91  C14 1.090
22 H 4.71 -4.35 -11.66  C14 1.090
23 H 3.71 -5.89 -11.27  C14 1.090
24 H 5.16 -6.28 -9.44  C15 1.090
25 H 6.49 -3.68 -10.28  C16 1.090
26 H 6.92 -4.72 -9.04  C16 1.090
27 C 1.64 1.01 -0.44  C28 1.590, H34 1.090, H35 1.090, H36 1.090
28 C 0.49 0.79 0.64  C27 1.590, C29 1.513, O33 1.385, H37 1.090
29 C -0.80 1.54 0.40  C28 1.513, O30 1.427, H38 1.090, H39 1.090
30 O -1.73 0.46 0.30  C29 1.427, C31 1.351
31 C -1.13 -0.74 0.47  O30 1.351, O32 1.246, O33 1.337
32 O -1.70 -1.82 0.68  C31 1.246
33 O 0.20 -0.57 0.56  C28 1.385, C31 1.337
34 H 1.17 0.75 -1.39  C27 1.090
35 H 2.53 0.38 -0.44  C27 1.090
36 H 1.91 2.05 -0.32  C27 1.090
37 H 0.86 1.10 1.62  C28 1.090
38 H -0.51 2.16 -0.45  C29 1.090
39 H -0.97 2.24 1.22  C29 1.090
40 C 14.23 -3.74 -5.26  C41 1.559, H47 1.090, H48 1.090, H49 1.090
41 C 13.22 -4.59 -4.43  C40 1.559, C42 1.538, O46 1.397, H50 1.090
42 C 13.58 -4.75 -2.94  C41 1.538, O43 1.380, H51 1.090, H52 1.090
43 O 12.42 -4.57 -2.21  C42 1.380, C44 1.371
44 C 11.51 -3.93 -3.02  O43 1.371, O45 1.298, O46 1.399
45 O 10.36 -3.40 -2.72  C44 1.298
46 O 11.99 -3.93 -4.33  C41 1.397, C44 1.399
47 H 14.61 -2.99 -4.57  C40 1.090
48 H 13.73 -3.39 -6.16  C40 1.090
49 H 15.09 -4.33 -5.57  C40 1.090
50 H 12.87 -5.55 -4.79  C41 1.090
51 H 14.42 -4.13 -2.63  C42 1.090
52 H 13.83 -5.76 -2.61  C42 1.090
53 C -6.88 -8.49 -2.10  C54 1.488, H60 1.090, H61 1.090, H62 1.090
54 C -6.87 -9.88 -1.57  C53 1.488, C55 1.429, O59 1.421, H63 1.090
55 C -6.82 -10.02 -0.15  C54 1.429, O56 1.383, H64 1.090, H65 1.090
56 O -8.09 -10.43 0.22  C55 1.383, C57 1.371
57 C -8.84 -10.78 -0.86  O56 1.371, O58 1.240, O59 1.390
58 O -10.02 -11.17 -0.95  C57 1.240
59 O -8.02 -10.61 -1.97  C54 1.421, C57 1.390
60 H -7.60 -7.80 -1.69  C53 1.090
61 H -7.08 -8.38 -3.17  C53 1.090
62 H -5.97 -7.94 -1.88  C53 1.090
63 H -6.01 -10.41 -1.97  C54 1.090
64 H -6.65 -9.06 0.34  C55 1.090
65 H -6.00 -10.72 0.04  C55 1.090
66 C -0.72 -2.62 7.36  C67 1.542, H73 1.090, H74 1.090, H75 1.090
67 C 0.54 -1.75 7.17  C66 1.542, C68 1.502, O72 1.421, H76 1.090
68 C 1.04 -0.79 8.21  C67 1.502, O69 1.397, H77 1.090, H78 1.090
69 O 2.38 -1.16 8.36  C68 1.397, C70 1.400
70 C 2.71 -2.25 7.54  O69 1.400, O71 1.235, O72 1.300
71 O 3.89 -2.48 7.27  C70 1.235
72 O 1.67 -2.53 6.80  C67 1.421, C70 1.300
73 H -0.80 -3.06 8.35  C66 1.090
74 H -0.67 -3.44 6.64  C66 1.090
75 H -1.54 -1.96 7.09  C66 1.090
76 H 0.30 -1.08 6.35  C67 1.090
77 H 0.50 -0.79 9.16  C68 1.090
78 H 0.85 0.23 7.87  C68 1.090
79 C -4.02 -2.39 -7.70  C80 1.582, H86 1.090, H87 1.090, H88 1.090
80 C -4.00 -1.92 -6.19  C79 1.582, C81 1.499, O85 1.393, H89 1.090
81 C -3.75 -0.47 -5.89  C80 1.499, O82 1.411, H90 1.090, H91 1.090
82 O -4.89 -0.13 -5.13  C81 1.411, C83 1.364
83 C -5.57 -1.28 -4.90  O82 1.364, O84 1.213, O85 1.242
84 O -6.46 -1.39 -4.09  C83 1.213
85 O -5.21 -2.25 -5.59  C80 1.393, C83 1.242
86 H -3.30 -1.86 -8.33  C79 1.090
87 H -5.04 -2.31 -8.08  C79 1.090
88 H -3.78 -3.43 -7.51  C79 1.090
89 H -3.16 -2.42 -5.69  C80 1.090
90 H -3.55 -0.08 -6.88  C81 1.090
91 H -2.87 -0.38 -5.25  C81 1.090
92 C -7.14 10.04 -3.60  C93 1.559, H99 1.090, H100 1.090, H101 1.090
93 C -5.66 10.52 -3.64  C92 1.559, C94 1.453, O98 1.446, H102 1.090
94 C -5.07 10.52 -2.31  C93 1.453, O95 1.377, H103 1.090, H104 1.090
95 O -4.48 9.29 -2.17  C94 1.377, C96 1.384
96 C -4.23 8.77 -3.43  O95 1.384, O97 1.228, O98 1.364
97 O -3.45 7.87 -3.72  C96 1.228
98 O -4.93 9.49 -4.35  C93 1.446, C96 1.364
99 H -7.39 9.55 -4.54  C92 1.090
100 H -7.82 10.80 -3.20  C92 1.090
101 H -7.11 9.13 -2.99  C92 1.090
102 H -5.59 11.46 -4.18  C93 1.090
103 H -5.85 10.78 -1.59  C94 1.090
104 H -4.26 11.24 -2.18  C94 1.090
105 C -7.48 8.54 7.36  C106 1.554, H112 1.090, H113 1.090, H114 1.090
106 C -7.34 7.33 6.39  C105 1.554, C107 1.532, O111 1.430, H115 1.090
107 C -6.30 7.52 5.28  C106 1.532, O108 1.462, H116 1.090, H117 1.090
108 O -5.65 6.21 5.32  C107 1.462, C109 1.323
109 C -6.01 5.56 6.41  O108 1.323, O110 1.213, O111 1.252
110 O -5.48 4.49 6.64  C109 1.213
111 O -6.96 6.11 7.03  C106 1.430, C109 1.252
112 H -6.52 8.84 7.79  C105 1.090
113 H -7.98 8.08 8.21  C105 1.090
114 H -8.09 9.39 7.05  C105 1.090
115 H -8.22 6.88 5.93  C106 1.090
116 H -5.73 8.44 5.32  C107 1.090
117 H -6.75 7.58 4.29  C107 1.090
118 C 9.06 2.89 6.50  C119 1.500, H125 1.090, H126 1.090, H127 1.090
119 C 9.55 1.90 5.48  C118 1.500, C120 1.522, O124 1.379, H128 1.090
120 C 8.84 1.86 4.13  C119 1.522, O121 1.408, H129 1.090, H130 1.090
121 O 9.96 1.89 3.28  C120 1.408, C122 1.389
122 C 11.14 2.17 3.96  O121 1.389, O123 1.224, O124 1.266
123 O 12.20 2.49 3.43  C122 1.224
124 O 10.89 2.11 5.20  C119 1.379, C122 1.266
125 H 8.10 2.63 6.95  C118 1.090
126 H 9.08 3.87 6.04  C118 1.090
127 H 9.66 2.85 7.41  C118 1.090
128 H 9.59 0.87 5.80  C119 1.090
129 H 8.16 2.69 3.99  C120 1.090
130 H 8.28 0.93 4.06  C120 1.090
131 C 2.07 -8.14 2.85  C132 1.532, H138 1.090, H139 1.090, H140 1.090
132 C 1.67 -7.38 1.58  C131 1.532, C133 1.495, O137 1.415, H141 1.090
133 C 2.74 -7.18 0.55  C132 1.495, O134 1.380, H142 1.090, H143 1.090
134 O 2.14 -7.85 -0.49  C133 1.380, C135 1.429
135 C 0.84 -8.37 -0.20  O134 1.429, O136 1.224, O137 1.238
136 O 0.01 -8.80 -0.99  C135 1.224
137 O 0.67 -8.21 1.02  C132 1.415, C135 1.238
138 H 1.28 -8.20 3.60  C131 1.090
139 H 2.93 -7.70 3.36  C131 1.090
140 H 2.40 -9.17 2.72  C131 1.090
141 H 1.20 -6.42 1.78  C132 1.090
142 H 3.68 -7.61 0.90  C133 1.090
143 H 2.86 -6.10 0.42  C133 1.090
144 C -8.96 2.08 2.17  C145 1.541, H151 1.090, H152 1.090, H153 1.090
145 C -9.60 0.83 2.82  C144 1.541, C146 1.503, O150 1.353, H154 1.090
146 C -8.64 -0.22 3.31  C145 1.503, O147 1.389, H155 1.090, H156 1.090
147 O -8.83 -0.43 4.67  C146 1.389, C148 1.341
148 C -9.95 0.24 4.96  O147 1.341, O149 1.219, O150 1.365
149 O -10.70 0.03 5.90  C148 1.219
150 O -10.23 1.14 3.97  C145 1.353, C148 1.365
151 H -9.50 2.46 1.30  C144 1.090
152 H -7.92 1.91 1.86  C144 1.090
153 H -9.10 2.87 2.89  C144 1.090
154 H -10.31 0.38 2.12  C145 1.090
155 H -7.62 0.13 3.13  C146 1.090
156 H -8.80 -1.15 2.77  C146 1.090

Löwdin population analysis, charges in e, atoms 1 to 8: -0.005, -0.347, -0.053, 0.051, -0.466, 0.123, 0.065, 0.076

Most stable pick: run i. Distance to second place: 170.9 kcal/mol.